# 1
DFT (the ωB97M-V functional and the def2-TZVPD basis) results for 9 unconnected molecules or ions with the total composition C24H39Br16F5O3.

As for the total charge: 0. Its SMILES is C#COC(=O)OCCCC(F)(F)C(F)(F)F.BrCCBr.BrCCBr.BrCCBr.BrCCBr.BrCCBr.BrCCBr.BrCCBr.BrCCBr. The total energy is -42847.052068 hartree. Its HOMO energy is -9.85 eV.

Structure (XYZ):
```
87
Properties=species:S:1:pos:R:3:mulliken_charge:R:1
C 5.00 -4.19 2.70 -0.009
C 4.18 -3.31 2.86 -0.448
O 3.18 -2.36 2.70 -0.301
C 2.08 -2.74 3.47 0.531
O 2.05 -3.75 4.13 -0.488
O 0.98 -1.90 3.45 -0.148
C 0.20 -2.26 2.28 -0.438
C -1.37 -2.06 2.51 0.737
C -2.09 -3.27 1.80 -1.140
C -3.63 -3.33 2.05 0.735
F -4.12 -4.40 1.28 -0.317
F -4.27 -2.20 1.54 -0.275
C -4.04 -3.61 3.55 0.656
F -3.07 -4.37 4.18 -0.262
F -4.25 -2.47 4.28 -0.221
F -5.18 -4.38 3.54 -0.270
H 5.68 -5.01 2.32 0.548
H 0.34 -3.36 2.06 0.565
H 0.52 -1.72 1.34 0.146
H -1.53 -2.00 3.62 -0.789
H -1.63 -1.06 2.05 0.296
H -1.65 -4.24 2.15 0.407
H -1.93 -3.16 0.69 0.407
Br 7.38 -5.49 3.70 -0.076
C 8.22 -7.25 3.80 -0.357
C 8.90 -7.60 2.50 -0.590
Br 7.60 -8.14 1.15 -0.162
H 7.45 -7.96 4.09 0.399
H 8.95 -7.17 4.60 0.076
H 9.55 -8.46 2.63 0.380
H 9.47 -6.77 2.08 0.374
Br -0.14 0.90 -0.28 -0.080
C 1.72 1.39 0.07 -0.674
C 2.04 1.31 1.54 -0.124
Br 1.32 2.83 2.51 -0.128
H 1.87 2.38 -0.35 0.420
H 2.31 0.67 -0.49 0.366
H 3.12 1.35 1.70 0.381
H 1.65 0.41 2.02 -0.110
Br -2.43 -0.85 -2.17 -0.124
C -3.33 0.42 -3.34 -0.664
C -2.72 0.43 -4.72 -0.294
Br -1.03 1.39 -4.75 -0.115
H -3.28 1.40 -2.85 0.370
H -4.37 0.09 -3.37 0.371
H -3.37 0.96 -5.41 0.038
H -2.53 -0.57 -5.10 0.400
Br -2.01 4.58 -9.20 -0.108
C -2.79 2.84 -8.81 -0.476
C -4.18 2.98 -8.25 -0.627
Br -4.14 3.53 -6.38 -0.127
H -2.10 2.33 -8.13 0.277
H -2.81 2.32 -9.76 0.357
H -4.69 2.01 -8.25 0.363
H -4.79 3.70 -8.78 0.361
Br 0.37 -3.44 7.67 -0.137
C -1.13 -2.29 8.16 -0.607
C -2.12 -2.18 7.03 -0.588
Br -1.47 -0.98 5.64 -0.118
H -0.71 -1.34 8.46 0.381
H -1.58 -2.78 9.02 0.364
H -3.05 -1.74 7.38 0.393
H -2.33 -3.13 6.55 0.296
Br 8.49 -6.84 7.44 -0.131
C 9.53 -5.32 8.07 -0.540
C 10.22 -4.61 6.93 -0.516
Br 11.77 -5.61 6.31 -0.127
H 10.23 -5.70 8.82 0.369
H 8.81 -4.66 8.55 0.346
H 10.60 -3.65 7.25 0.361
H 9.57 -4.47 6.06 0.242
Br -2.10 8.33 -10.06 -0.173
C -3.21 9.10 -8.66 -0.540
C -3.81 8.02 -7.78 -0.163
Br -5.30 7.14 -8.67 -0.141
H -3.95 9.72 -9.14 0.373
H -2.54 9.73 -8.08 0.360
H -4.23 8.46 -6.88 -0.096
H -3.10 7.24 -7.51 0.358
Br -7.53 10.74 -7.71 -0.110
C -7.35 9.80 -6.02 -0.530
C -6.60 10.63 -5.01 -0.559
Br -4.68 10.63 -5.36 -0.137
H -6.86 8.85 -6.24 0.273
H -8.37 9.62 -5.68 0.354
H -6.70 10.20 -4.01 0.348
H -6.91 11.67 -4.98 0.375
```



# 2
DFT (the ωB97M-V functional and the def2-TZVPD basis) results for a molecular structure, C24H40AlAsBF6N6OS3.

As for the total charge: +2. Its expectation value of S² is 0.7741. The total energy is -5639.046585 hartree. The spin multiplicity is 2. Its HOMO energy (alpha / beta) is -13.78 / -13.78 eV.

Structure (XYZ):
```
83
Properties=species:S:1:pos:R:3:mulliken_spin:R:1
Al 0.64 0.34 -1.01 -0.007
C 5.13 2.82 -0.33 0.000
C 4.62 3.38 0.99 0.000
C 4.14 4.82 0.78 0.000
C 5.76 3.32 2.01 0.000
N 3.45 2.60 1.57 -0.001
C 3.00 2.91 2.85 -0.001
C 1.97 2.11 3.13 -0.001
N 1.78 1.27 2.04 -0.006
B 0.63 0.25 1.94 -0.003
N -0.71 0.94 2.22 -0.007
C -1.40 0.96 3.41 0.007
C -2.58 1.56 3.19 0.000
N -2.63 1.92 1.85 -0.001
C -1.47 1.53 1.28 0.001
S -0.98 1.82 -0.36 -0.001
C -3.85 2.50 1.18 0.001
C -4.92 2.76 2.24 0.000
C -4.37 1.47 0.18 0.000
C -3.51 3.83 0.51 0.000
N 0.86 -0.94 2.91 0.065
C 1.82 -1.07 3.85 0.150
C 1.74 -2.33 4.37 0.089
N 0.70 -2.97 3.78 0.080
C 0.15 -2.12 2.86 -0.101
S -1.20 -2.34 1.89 0.691
C 0.40 -4.45 3.98 -0.016
C 1.29 -4.98 5.10 -0.001
C -1.06 -4.65 4.39 0.011
C 0.74 -5.17 2.67 0.005
C 2.67 1.61 1.08 0.002
S 2.78 0.87 -0.48 0.000
H 6.02 3.39 -0.59 0.000
H 4.41 2.94 -1.13 0.000
H 5.41 1.77 -0.25 0.000
H 4.95 5.41 0.36 0.000
H 3.84 5.29 1.72 0.000
H 3.29 4.85 0.09 0.000
H 6.63 3.82 1.59 0.000
H 6.03 2.29 2.23 0.000
H 5.52 3.83 2.95 0.000
H 3.45 3.68 3.44 0.000
H 1.35 2.06 4.01 0.001
H 0.59 -0.22 0.84 0.006
H -1.00 0.54 4.32 -0.003
H -3.38 1.77 3.88 0.000
H -5.26 1.84 2.71 0.000
H -5.79 3.20 1.74 0.000
H -4.58 3.46 3.00 0.000
H -4.64 0.54 0.68 0.000
H -3.63 1.26 -0.60 0.000
H -5.27 1.86 -0.31 0.000
H -3.08 4.53 1.23 0.000
H -4.44 4.27 0.13 0.000
H -2.83 3.72 -0.32 0.000
H 2.53 -0.29 4.07 0.021
H 2.34 -2.78 5.15 0.012
H 1.13 -4.46 6.04 0.001
H 2.35 -4.95 4.84 0.001
H 1.03 -6.03 5.26 0.000
H -1.29 -4.08 5.29 -0.001
H -1.20 -5.71 4.62 -0.001
H -1.76 -4.39 3.61 -0.002
H 1.78 -5.01 2.40 0.000
H 0.10 -4.82 1.85 -0.001
H 0.57 -6.24 2.79 0.000
F -0.20 -1.18 -1.09 0.001
As 1.04 -2.80 -1.54 0.000
F 1.94 -1.42 -2.14 0.000
F 1.68 -2.40 0.01 0.001
F 2.17 -3.96 -1.91 0.000
F -0.15 -3.73 -0.77 0.005
F 0.17 -2.80 -2.98 0.000
C -0.42 2.14 -4.43 0.000
C 0.71 1.40 -3.84 0.000
C 1.97 1.20 -4.59 0.000
O 0.60 0.90 -2.71 0.002
H -0.67 1.70 -5.40 0.000
H -0.10 3.17 -4.64 0.000
H -1.29 2.14 -3.78 0.000
H 2.10 1.93 -5.38 0.000
H 1.91 0.21 -5.06 0.000
H 2.82 1.17 -3.92 0.000
```



# 3
DFT (the ωB97M-V functional and the def2-TZVPD basis) results for a molecular structure, C24H40BBaF2NO27S2.

As for the total charge: 0. The total energy is -4071.599601 hartree. Its HOMO energy is -9.56 eV.

Structure (XYZ):
```
98
Properties=species:S:1:pos:R:3:mulliken_charge:R:1
Ba -0.30 0.51 1.15 2.838
N -0.75 1.57 3.50 -0.409
S -1.72 2.64 4.16 0.726
O -1.11 3.88 4.49 -0.597
O -2.71 2.12 5.03 -0.596
F -2.63 2.96 2.90 -0.219
S -0.08 1.13 4.99 0.772
O -0.87 0.54 6.01 -0.547
O 0.96 2.02 5.37 -0.596
F 0.68 -0.10 4.34 -0.145
O -0.54 -2.19 -6.95 -0.546
C 0.06 -1.42 -6.32 0.656
O -0.39 -0.85 -5.18 -0.396
B 0.62 0.08 -4.65 1.277
O 1.63 0.22 -5.68 -0.624
C 1.38 -0.60 -6.72 0.354
O 1.99 -0.71 -7.70 -0.519
O 1.28 -0.34 -3.33 -0.518
C 1.00 0.50 -2.34 0.327
O 1.36 0.46 -1.21 -0.455
C 0.03 1.59 -3.09 0.399
O 0.00 1.36 -4.38 -0.673
O -0.59 2.44 -2.57 -0.355
C 4.73 -3.76 1.45 -0.979
C 4.32 -2.77 0.37 -0.327
O 3.21 -1.88 0.80 -0.088
C 3.31 -0.68 1.43 0.236
O 2.34 -0.07 1.79 -0.323
O 4.58 -0.29 1.54 -0.346
C 4.96 0.81 2.42 -0.562
H 5.52 -4.40 1.06 0.432
H 3.91 -4.41 1.74 0.165
H 5.12 -3.24 2.33 0.281
H 3.85 -3.27 -0.48 0.199
H 5.16 -2.15 0.06 0.445
H 5.70 0.40 3.11 0.288
H 4.06 1.13 2.95 0.155
H 5.41 1.56 1.77 0.271
C 3.26 4.14 3.34 -1.518
C 1.84 3.83 2.89 0.797
O 1.56 4.63 1.70 -0.400
C 0.98 4.10 0.61 0.419
O 0.68 2.95 0.37 -0.107
O 0.67 5.15 -0.16 -0.432
C 0.05 5.00 -1.46 -0.062
H 3.99 3.86 2.59 0.367
H 3.48 3.60 4.25 0.344
H 3.34 5.22 3.53 0.365
H 1.07 4.10 3.62 0.115
H 1.70 2.78 2.65 -0.227
H -0.23 6.02 -1.70 0.299
H -0.80 4.34 -1.37 -0.222
H 0.78 4.58 -2.15 0.287
C -3.96 6.01 -0.02 -1.310
C -3.86 4.75 -0.87 -0.226
O -3.04 3.74 -0.20 -0.138
C -2.96 2.50 -0.69 0.234
O -2.32 1.61 -0.16 -0.218
O -3.74 2.32 -1.72 -0.434
C -3.88 1.07 -2.39 -0.607
H -2.99 6.44 0.22 0.295
H -4.46 5.84 0.93 0.336
H -4.56 6.73 -0.59 0.379
H -3.37 4.94 -1.82 0.319
H -4.84 4.31 -1.03 0.376
H -3.03 0.89 -3.04 0.164
H -4.78 1.17 -2.99 0.306
H -4.00 0.24 -1.69 0.320
C -3.96 -4.54 1.08 -0.956
C -2.78 -4.60 2.01 -0.277
O -2.17 -3.25 2.03 -0.229
C -0.88 -3.01 2.23 0.454
O -0.38 -1.93 2.38 -0.227
O -0.17 -4.13 2.14 -0.450
C 1.23 -4.17 2.45 -0.406
H -4.81 -4.08 1.59 0.319
H -4.24 -5.54 0.77 0.377
H -3.74 -3.94 0.20 0.133
H -2.02 -5.33 1.74 0.285
H -3.06 -4.80 3.05 0.328
H 1.76 -3.45 1.83 -0.164
H 1.48 -5.20 2.21 0.374
H 1.37 -3.95 3.51 0.390
C 1.46 -4.44 -2.37 -1.600
C 0.52 -3.52 -1.58 0.653
O -0.70 -3.18 -2.28 -0.374
C -1.48 -2.23 -1.77 0.584
O -1.22 -1.59 -0.76 -0.046
O -2.64 -2.10 -2.44 -0.212
C -2.94 -2.88 -3.64 -0.704
H 0.92 -5.13 -3.04 0.413
H 2.02 -5.03 -1.64 0.408
H 2.17 -3.84 -2.94 0.341
H 1.05 -2.61 -1.31 -0.093
H 0.21 -3.96 -0.62 0.035
H -2.06 -3.01 -4.25 0.287
H -3.72 -2.30 -4.13 0.265
H -3.30 -3.86 -3.32 0.272
```



# 4
DFT (the ωB97M-V functional and the def2-TZVPD basis) results for 5 unconnected molecules or ions with the total composition C24H40BF12O9P.

As for the total charge: 0. Its SMILES is CCOC(=O)C(F)(F)F.CCOC(=O)C(F)(F)F.CCOC(=O)C(F)(F)F.CCOC(=O)C(F)(F)F.CCP(BCCCOC)CC. The total energy is -3180.273114 hartree. Its HOMO energy is -8.39 eV.

Structure (XYZ):
```
87
Properties=species:S:1:pos:R:3:mulliken_charge:R:1
C 7.22 -1.15 0.33 -1.222
C 6.58 0.24 0.41 -0.361
P 5.17 0.36 -0.79 -0.401
B 3.86 -0.65 0.24 0.226
C 3.13 -1.89 -0.35 -0.786
C 1.84 -2.34 0.35 -0.133
C 0.63 -1.45 -0.01 -0.354
O 0.03 -0.83 1.11 -0.415
C 0.38 0.53 1.31 -0.369
C 4.48 2.02 -0.32 -0.546
C 3.30 2.42 -1.22 -0.898
H 7.40 -1.45 -0.70 0.402
H 8.17 -1.18 0.86 0.379
H 6.58 -1.91 0.79 0.224
H 6.28 0.46 1.43 0.206
H 7.31 1.00 0.10 0.483
H 3.62 -0.29 1.36 -0.101
H 3.89 -2.68 -0.32 0.368
H 2.96 -1.73 -1.42 0.435
H 1.96 -2.28 1.43 -0.234
H 1.61 -3.38 0.09 0.429
H -0.15 -2.03 -0.49 0.201
H 0.95 -0.67 -0.73 0.396
H 1.33 0.62 1.85 0.157
H -0.41 1.00 1.89 0.105
H 0.47 1.05 0.35 0.268
H 4.15 2.00 0.73 0.304
H 5.29 2.75 -0.39 0.523
H 3.18 3.50 -1.27 0.390
H 2.37 2.00 -0.84 0.027
H 3.44 2.06 -2.24 0.329
C -2.58 -0.25 -1.07 -0.920
C -2.85 -0.97 -2.37 -0.228
O -4.17 -1.57 -2.38 -0.322
C -5.18 -0.76 -2.66 0.347
O -5.13 0.40 -2.92 -0.510
C -6.51 -1.56 -2.66 0.873
F -6.61 -2.35 -1.58 -0.252
F -6.56 -2.34 -3.75 -0.247
F -7.55 -0.73 -2.68 -0.245
H -2.70 -0.93 -0.23 0.319
H -1.56 0.12 -1.07 0.087
H -3.26 0.59 -0.95 0.489
H -2.18 -1.81 -2.52 0.349
H -2.78 -0.30 -3.23 0.290
C 1.19 -2.07 6.31 -1.417
C 1.48 -1.69 4.88 0.200
O 2.84 -1.20 4.73 -0.298
C 3.78 -2.12 4.69 0.334
O 3.66 -3.30 4.73 -0.539
C 5.17 -1.44 4.51 0.900
F 5.29 -0.36 5.27 -0.256
F 5.32 -1.07 3.22 -0.237
F 6.14 -2.29 4.81 -0.250
H 1.38 -1.22 6.97 0.333
H 0.15 -2.36 6.40 0.402
H 1.81 -2.91 6.63 0.410
H 0.86 -0.86 4.55 0.122
H 1.34 -2.53 4.20 0.293
C -4.50 3.97 2.88 -1.016
C -3.50 4.60 3.82 -0.224
O -3.01 3.64 4.79 -0.340
C -2.04 2.84 4.37 0.352
O -1.51 2.82 3.30 -0.514
C -1.61 1.88 5.50 0.902
F -2.66 1.34 6.12 -0.263
F -0.89 2.55 6.41 -0.269
F -0.86 0.91 5.00 -0.236
H -5.32 3.52 3.44 0.305
H -4.90 4.73 2.22 0.369
H -4.02 3.20 2.27 0.256
H -3.96 5.38 4.43 0.321
H -2.65 5.02 3.29 0.311
C -4.99 -0.71 -6.20 -0.951
C -4.71 -0.44 -7.66 -0.506
O -3.44 0.23 -7.83 -0.308
C -2.37 -0.54 -7.79 0.348
O -2.32 -1.73 -7.63 -0.516
C -1.10 0.31 -8.01 0.900
F -1.12 1.43 -7.27 -0.243
F -1.01 0.67 -9.30 -0.255
F -0.01 -0.38 -7.69 -0.238
H -4.95 0.22 -5.63 0.339
H -5.98 -1.14 -6.08 0.380
H -4.26 -1.41 -5.79 0.324
H -5.43 0.24 -8.09 0.362
H -4.70 -1.36 -8.24 0.351
```



# 5
DFT (the ωB97M-V functional and the def2-TZVPD basis) results for a molecular structure, C24H40BN6RhTe4.

As for the total charge: 0. Its expectation value of S² is 6.0267. The total energy is -2474.641965 hartree. The spin multiplicity is 5. Its HOMO energy (alpha / beta) is -7.21 / -7.68 eV.

Structure (XYZ):
```
76
Properties=species:S:1:pos:R:3:mulliken_spin:R:1
Rh -0.30 -0.05 -1.12 1.684
C -0.43 1.72 4.07 0.000
C -0.86 1.79 2.65 0.004
C -1.77 2.66 2.06 0.006
C -1.80 2.30 0.70 0.028
N -0.97 1.28 0.50 0.126
N -0.39 0.97 1.69 0.001
B 0.66 -0.16 1.82 -0.090
N 1.88 0.17 0.94 -0.021
N 1.72 0.54 -0.36 0.070
C 2.92 0.92 -0.82 -0.006
C 3.87 0.79 0.21 0.004
C 3.17 0.31 1.30 -0.006
C 3.68 -0.02 2.67 0.001
C 3.17 1.48 -2.20 -0.039
C 3.92 0.45 -3.06 0.029
C 4.06 2.73 -2.05 -0.001
C 1.88 1.91 -2.90 0.078
N 0.02 -1.52 1.46 -0.017
N -0.77 -1.63 0.36 0.076
C -1.38 -2.82 0.42 -0.027
C -0.97 -3.48 1.59 0.103
C -0.08 -2.63 2.22 -0.024
C 0.67 -2.82 3.49 -0.006
C -2.44 -3.30 -0.55 -0.050
C -3.66 -3.74 0.28 0.002
C -1.94 -4.50 -1.35 0.038
C -2.90 -2.18 -1.49 0.097
C -2.58 2.92 -0.44 -0.011
C -1.61 3.47 -1.49 -0.033
C -3.49 1.88 -1.08 -0.027
C -3.43 4.07 0.10 0.004
H -0.94 2.48 4.65 0.000
H -0.66 0.75 4.51 0.000
H 0.65 1.88 4.17 0.000
H -2.32 3.44 2.56 0.002
H 1.03 -0.21 2.96 -0.001
H 4.92 1.02 0.17 0.000
H 4.76 0.11 2.70 0.000
H 3.23 0.63 3.43 0.000
H 3.45 -1.05 2.94 -0.002
H 4.84 0.12 -2.55 -0.002
H 3.31 -0.43 -3.25 -0.016
H 4.20 0.88 -4.02 0.002
H 5.04 2.47 -1.66 0.000
H 4.19 3.20 -3.03 -0.001
H 3.60 3.45 -1.38 0.001
H 1.14 1.11 -2.94 -0.037
H 1.43 2.77 -2.40 -0.008
H 2.10 2.19 -3.94 0.004
H -1.28 -4.45 1.95 -0.003
H 0.48 -3.82 3.88 -0.002
H 1.75 -2.72 3.34 -0.003
H 0.37 -2.09 4.25 -0.001
H -3.42 -4.59 0.92 0.000
H -4.01 -2.92 0.92 0.000
H -4.47 -4.03 -0.38 0.000
H -1.62 -5.31 -0.68 -0.003
H -2.75 -4.89 -1.98 0.000
H -1.10 -4.25 -1.98 -0.015
H -3.37 -1.37 -0.93 -0.013
H -2.08 -1.76 -2.07 -0.035
H -3.63 -2.58 -2.20 -0.001
H -1.00 2.66 -1.90 0.027
H -2.16 3.93 -2.31 0.001
H -0.94 4.21 -1.06 -0.001
H -2.91 1.07 -1.52 0.023
H -4.17 1.44 -0.34 -0.001
H -4.09 2.33 -1.88 0.001
H -2.81 4.85 0.55 0.000
H -4.00 4.52 -0.72 0.000
H -4.14 3.72 0.85 0.000
Te 2.80 -2.52 -1.01 0.182
Te 2.36 -5.05 -0.58 0.793
Te 1.65 -2.83 -4.98 0.897
Te 0.74 -1.88 -2.69 0.218
```